Entry one
A single C4H5NO2 molecule. Source: OMol25; level of theory: ωB97M-V with the def2-TZVPD basis set.

The geometry in ORCA input format:
```
! RIJCOSX wB97M-V def2-TZVPD def2/J DEFGRID3
* xyz 0 1
O 1.98882 0.69916 -0.43089
O -1.97553 1.15878 -0.61217
N -0.36195 -1.07560 0.74025
C -0.42065 -1.61845 -0.40118
C 1.40484 0.57308 0.62067
C -0.09050 0.37179 0.66828
C -0.78116 1.00785 -0.55360
H -0.11362 1.29428 -1.38981
H -0.98030 -2.53851 -0.47981
H -0.03261 -1.15231 -1.31504
H -0.57753 0.75346 1.56770
H 1.94019 0.52647 1.58561
*
```

Calculated values
- HOMO level (Eh) = -0.36414
- gap between HOMO and LUMO (eV) = 10.16

=====

Entry two
A molecular structure, C4H5NO2. Source: OMol25; level of theory: ωB97M-V with the def2-TZVPD basis set.

The geometry in ORCA input format:
```
! RIJCOSX wB97M-V def2-TZVPD def2/J DEFGRID3
* xyz 0 1
O 0.85117 -1.63194 1.42064
O 0.98500 -0.08395 -2.14227
N 0.47150 -1.37046 0.26794
C 0.03098 0.48722 1.97719
C -0.07698 -0.18700 0.04867
C -0.91641 0.45786 1.13306
C -0.09826 0.35364 -1.36301
H -1.94592 0.78254 1.01453
H 0.73248 0.71282 2.75598
H 1.10152 -1.02386 -1.94346
H -0.07222 1.44895 -1.35762
H -1.06284 0.05418 -1.81166
*
```

Calculated values
- HOMO level (spin up / spin down) (Eh) = -0.31936 / -0.31931
- gap between HOMO and LUMO (spin up / spin down) (eV) = 7.98 / 7.97

=====

Here are the energies relative to the best structure, in hartree: entry one 0.0000; entry two 0.1590.

=====

Entry one
A molecular structure, C4H5NO2. Source: OMol25; level of theory: ωB97M-V with the def2-TZVPD basis set.

The geometry in ORCA input format:
```
! RIJCOSX wB97M-V def2-TZVPD def2/J DEFGRID3
* xyz 0 1
O -0.60076 1.22386 0.10866
O 2.58421 -0.28447 0.38073
N -2.03777 -0.48539 -0.19041
C -0.77944 -0.05670 -0.06648
C 0.82558 1.48211 0.18358
C 0.45123 -0.76803 -0.19487
C 1.46044 0.29681 0.05186
H -2.23353 -1.47210 -0.16158
H 1.06333 2.46855 0.54235
H 1.51293 -1.19900 0.52975
H 0.55459 -1.37169 -1.09773
H -2.80081 0.16605 -0.08585
*
```

Calculated values
- HOMO level (Eh) = -0.28599
- gap between HOMO and LUMO (eV) = 8.22

=====

Entry two
A single C4H5NO2 molecule. Source: OMol25; level of theory: ωB97M-V with the def2-TZVPD basis set.

The geometry in ORCA input format:
```
! RIJCOSX wB97M-V def2-TZVPD def2/J DEFGRID3
* xyz 0 1
O -1.64984 -1.66940 -0.13929
O -1.64654 0.32266 1.72683
N -0.43509 0.67994 0.03278
C 0.68108 -0.98596 -0.59981
C -0.71151 -0.95390 -0.07740
C -0.92083 1.09835 1.15851
C 0.81718 0.51660 -0.55214
H -0.68176 2.06349 1.53262
H 1.35661 -1.49124 0.07435
H 1.69799 0.86768 -0.02765
H 0.75191 0.97206 -1.52951
H 0.74997 -1.43791 -1.58072
*
```

Calculated values
- HOMO level (Eh) = -0.35502
- gap between HOMO and LUMO (eV) = 10.46

=====

Entry three
A molecular structure, C4H5NO2. Source: OMol25; level of theory: ωB97M-V with the def2-TZVPD basis set.

The geometry in ORCA input format:
```
! RIJCOSX wB97M-V def2-TZVPD def2/J DEFGRID3
* xyz 0 1
O 1.90050 0.79504 -2.61014
O -0.45495 1.12739 0.06321
N 0.83886 1.30274 -0.49172
C 1.10959 0.53556 -1.68783
C -0.52898 -1.14850 0.74034
C -0.74461 0.31023 1.20604
C -0.82276 -2.42443 0.61277
H -0.13525 0.63886 2.21655
H -1.70631 0.34295 1.57932
H 0.74495 2.51945 -0.69552
H -0.65402 -3.43856 0.31440
H 0.45298 -0.56072 -1.24742
*
```

Calculated values
- HOMO level (Eh) = -0.36040
- gap between HOMO and LUMO (eV) = 10.36

=====

Here are the energies relative to the best structure, in hartree: entry one 0.0669; entry two 0.0000; entry three 0.1887.

=====

Entry one
A molecular structure, C4H9NO. Source: OMol25; level of theory: ωB97M-V with the def2-TZVPD basis set.

The geometry in ORCA input format:
```
! RIJCOSX wB97M-V def2-TZVPD def2/J DEFGRID3
* xyz 0 1
O -1.80468 1.07736 -1.68874
N -0.48234 -0.67543 -0.94833
C 0.59466 0.07024 -0.52536
C -0.32381 1.16899 1.37964
C -1.63295 -0.11324 -1.50694
C 1.68180 -0.76542 0.09090
H -1.22529 1.71785 1.10434
H 0.41740 1.76446 1.92406
H -2.39197 -0.89460 -1.73334
H 2.37467 -0.14414 0.67021
H -0.51407 0.20161 1.84825
H -0.56373 -1.66836 -0.69573
H 2.25661 -1.21662 -0.73522
H 1.33652 -1.60049 0.73376
H 0.27720 1.07780 0.08250
*
```

Calculated values
- HOMO level (Eh) = -0.27935
- gap between HOMO and LUMO (eV) = 7.98

=====

Entry two
2 unconnected molecules or ions with the total composition C4H9NO. Source: OMol25; level of theory: ωB97M-V with the def2-TZVPD basis set.

The geometry in ORCA input format:
```
! RIJCOSX wB97M-V def2-TZVPD def2/J DEFGRID3
* xyz 0 1
O -0.78040 1.39861 -0.87024
N -1.83093 -1.34162 -0.13595
C 0.09930 1.50485 -1.96050
C -0.73625 -1.07107 0.59489
C 1.50813 -0.78773 1.96193
C 0.30208 -0.79343 1.14921
H 0.95360 2.15039 -1.72575
H 1.62145 0.17069 2.47191
H -2.65083 -1.57481 0.40986
H 2.38846 -0.95633 1.33981
H 0.47469 0.52333 -2.27130
H -0.46757 1.92786 -2.79081
H -2.05874 -0.62011 -0.81200
H -0.28520 1.04334 -0.07664
H 1.46222 -1.57398 2.71558
*
```

Calculated values
- HOMO level (Eh) = -0.31285
- gap between HOMO and LUMO (eV) = 9.37

=====

Here are the energies relative to the best structure, in hartree: entry one 0.0444; entry two 0.0000.

=====

Entry one
2 unconnected molecules or ions with the total composition C4H9NO. Source: OMol25; level of theory: ωB97M-V with the def2-TZVPD basis set.

The geometry in ORCA input format:
```
! RIJCOSX wB97M-V def2-TZVPD def2/J DEFGRID3
* xyz 0 1
O 1.17958 -2.13636 0.42139
N -0.19454 0.71252 0.59173
C 1.40706 -1.25032 -0.36854
C 2.53914 -0.26531 -0.25544
C -1.27613 0.10467 0.32166
C -2.58643 0.73713 -0.04756
H 2.76376 -0.07562 0.79553
H 2.28050 0.67189 -0.75560
H -2.43485 1.76487 -0.39376
H -3.24826 0.75859 0.82580
H -3.09339 0.16728 -0.83229
H 3.42586 -0.68780 -0.74382
H 0.78183 -1.14326 -1.28211
H -1.24267 -0.99018 0.36728
H -0.32222 1.72571 0.52113
*
```

Calculated values
- HOMO level (Eh) = -0.34734
- gap between HOMO and LUMO (eV) = 10.45

=====

Entry two
2 unconnected molecules or ions with the total composition C4H9NO. Source: OMol25; level of theory: ωB97M-V with the def2-TZVPD basis set.

The geometry in ORCA input format:
```
! RIJCOSX wB97M-V def2-TZVPD def2/J DEFGRID3
* xyz 0 1
O 0.73782 -0.48059 1.00877
N -0.03015 -2.49159 0.31871
C -0.37273 1.83096 -0.29411
C 0.13050 -1.11604 0.15873
C -0.26926 -0.55399 -1.10468
C -0.29726 0.80225 -1.31250
H -0.31644 6.52485 4.71771
H 0.11266 -2.97068 -0.55791
H -0.23921 2.89300 -0.45211
H -0.09678 1.15978 -2.31638
H 0.62393 -2.83602 1.01005
H -0.72859 -1.15966 -1.86400
H -0.59056 1.57037 0.73103
H -0.41508 5.79418 4.81274
H 0.70362 1.31895 -0.24364
*
```

Calculated values
- HOMO level (Eh) = -0.30995
- gap between HOMO and LUMO (eV) = 9.30

=====

Entry three
2 unconnected molecules or ions with the total composition C4H9NO. Source: OMol25; level of theory: ωB97M-V with the def2-TZVPD basis set.

The geometry in ORCA input format:
```
! RIJCOSX wB97M-V def2-TZVPD def2/J DEFGRID3
* xyz 0 1
O 2.73480 -0.68029 -0.54838
N 0.05133 0.94725 -0.65694
C 1.01738 -0.57845 1.14851
C -1.03229 -0.07315 -0.55169
C 0.23101 -0.23131 0.13221
C -2.18286 0.48352 0.24650
H 1.77844 -0.85624 -0.67362
H -2.81936 -0.28914 0.68400
H -1.77691 1.11233 1.04607
H 1.05983 -1.58475 1.55030
H 0.50705 0.86905 -1.56851
H -1.28358 -0.64564 -1.44291
H 1.74102 0.12093 1.56233
H 2.75420 0.28602 -0.51562
H -2.78007 1.11987 -0.41224
*
```

Calculated values
- HOMO level (Eh) = -0.32239
- gap between HOMO and LUMO (eV) = 9.69

=====

Here are the energies relative to the best structure, in hartree: entry one 0.0000; entry two 0.0697; entry three 0.0785.

=====

Entry one
2 unconnected molecules or ions with the total composition C2H7N2O. Source: OMol25; level of theory: ωB97M-V with the def2-TZVPD basis set.

The geometry in ORCA input format:
```
! RIJCOSX wB97M-V def2-TZVPD def2/J DEFGRID3
* xyz 1 1
O 0.32125 0.52408 0.85083
N -2.58579 0.20632 -0.08142
N 0.07280 -0.65210 -0.16825
C 1.14034 -0.11417 0.00344
C 2.56932 -0.18239 -0.10173
H 2.77397 -0.56590 0.92900
H -2.69485 1.16104 -0.37256
H -3.37514 -0.23463 0.23360
H -1.77290 0.20659 0.65030
H -2.30147 -0.33798 -0.94437
H 2.99200 -0.81415 -0.83245
H 2.86045 0.80328 -0.16638
*
```

Calculated values
- HOMO level (Eh) = -0.51401
- gap between HOMO and LUMO (eV) = 10.27

=====

Entry two
2 unconnected molecules or ions with the total composition C2H7N2O. Source: OMol25; level of theory: ωB97M-V with the def2-TZVPD basis set.

The geometry in ORCA input format:
```
! RIJCOSX wB97M-V def2-TZVPD def2/J DEFGRID3
* xyz 1 1
O 2.38337 -0.08232 -0.57074
N 0.55463 -0.20491 1.45872
N 1.00055 0.03844 -0.73152
C -2.13121 0.44234 -0.45055
C 0.10766 0.01419 0.24505
H -2.47533 -0.58965 -0.27137
H -1.74418 0.60842 -1.50537
H 0.55643 0.04678 -1.62694
H 1.50782 -0.40081 1.69591
H -2.34456 1.46637 -0.01827
H -0.14600 -0.38073 2.15796
H 2.73082 -0.95813 -0.38289
*
```

Calculated values
- HOMO level (spin up / spin down) (Eh) = -0.55779 / -0.55779
- gap between HOMO and LUMO (spin up / spin down) (eV) = 9.70 / 9.70

=====

Entry three
A gas-phase ion, C2H7N2O (charge +1). Source: OMol25; level of theory: ωB97M-V with the def2-TZVPD basis set.

The geometry in ORCA input format:
```
! RIJCOSX wB97M-V def2-TZVPD def2/J DEFGRID3
* xyz 1 1
O -0.92308 0.80197 0.22452
N 0.11616 -1.21377 -0.17808
N -2.13234 0.09234 -0.06042
C 1.45726 0.69974 -0.08692
C 0.14333 0.09570 -0.00182
H 1.84653 0.59750 -1.00899
H -2.55691 -0.38904 0.81896
H -2.79634 0.90546 -0.27689
H 1.01982 -1.65625 -0.31583
H 2.06572 0.10264 0.61783
H 1.36832 1.70680 0.28615
H -0.77964 -1.70066 -0.32179
*
```

Calculated values
- HOMO level (Eh) = -0.58385
- gap between HOMO and LUMO (eV) = 11.92

=====

Entry four
A gas-phase ion, C2H7N2O (charge +1). Source: OMol25; level of theory: ωB97M-V with the def2-TZVPD basis set.

The geometry in ORCA input format:
```
! RIJCOSX wB97M-V def2-TZVPD def2/J DEFGRID3
* xyz 1 1
O -1.55966 0.47740 -0.07370
N 1.37430 -0.61224 -0.07321
N -1.18401 -0.91254 -0.25098
C 0.78312 0.48103 -0.48809
C -0.42780 1.22256 0.17773
H 1.16180 0.79476 -1.44141
H 2.31513 -1.02309 -0.19206
H -2.04564 -1.45838 0.00750
H -0.22501 1.24794 1.22323
H -0.64325 -1.46837 0.58118
H -0.48855 2.28019 -0.30410
H 0.93958 -1.02926 0.83391
*
```

Calculated values
- HOMO level (Eh) = -0.53105
- gap between HOMO and LUMO (eV) = 8.65

=====

Here are the energies relative to the best structure, in hartree: entry one 0.0671; entry two 0.1084; entry three 0.0000; entry four 0.1047.

=====

Entry one
2 unconnected molecules or ions with the total composition CH5NOS. Source: OMol25; level of theory: ωB97M-V with the def2-TZVPD basis set.

The geometry in ORCA input format:
```
! RIJCOSX wB97M-V def2-TZVPD def2/J DEFGRID3
* xyz 0 1
S -0.82447 0.88409 0.35094
O 1.74825 -0.03718 -0.58704
N -1.48157 -0.41500 -0.44725
C 0.52291 0.09570 1.01082
H 1.14977 0.74659 1.61094
H 0.51129 -0.96516 0.70764
H 1.78730 0.86487 -0.81279
H -2.51916 -0.41093 -0.64092
H -0.89431 -0.76299 -1.19234
*
```

Calculated values
- HOMO level (Eh) = -0.31522
- gap between HOMO and LUMO (eV) = 9.03

=====

Entry two
2 unconnected molecules or ions with the total composition CH5NOS. Source: OMol25; level of theory: ωB97M-V with the def2-TZVPD basis set.

The geometry in ORCA input format:
```
! RIJCOSX wB97M-V def2-TZVPD def2/J DEFGRID3
* xyz 0 1
S 0.88774 -0.09312 0.10061
O 2.33233 -0.08058 0.00742
N 0.21425 1.31967 -0.61252
C 0.06740 -1.34804 -0.65755
H 0.57356 -2.30948 -0.92620
H -0.08940 1.00776 -1.56921
H -0.45047 1.91748 -0.05508
H -0.92897 -1.53264 -0.11239
H 0.26559 0.31348 2.18466
*
```

Calculated values
- HOMO level (spin up / spin down) (Eh) = -0.32283 / -0.32301
- gap between HOMO and LUMO (spin up / spin down) (eV) = 8.06 / 7.46

=====

Entry three
2 unconnected molecules or ions with the total composition CH5NOS. Source: OMol25; level of theory: ωB97M-V with the def2-TZVPD basis set.

The geometry in ORCA input format:
```
! RIJCOSX wB97M-V def2-TZVPD def2/J DEFGRID3
* xyz 0 1
S -0.62680 1.02679 -2.95354
O -0.22751 1.24167 1.48050
N 0.38381 -0.84197 2.23087
C 0.00942 0.06029 1.23489
H 0.24411 -0.10007 -2.92177
H 0.97196 -1.57107 1.86147
H -0.19238 -0.96208 3.03640
H 0.25782 -0.39981 0.27165
H -0.82043 1.54626 -4.24048
*
```

Calculated values
- HOMO level (Eh) = -0.35798
- gap between HOMO and LUMO (eV) = 10.29

=====

Here are the energies relative to the best structure, in hartree: entry one 0.0815; entry two 0.1763; entry three 0.0000.